# 1
Computed, not measured: C3H11NO2 as an isolated structure in a non-equilibrium geometry, with ωB97M-V/def2-TZVPD.

Summary:
HOMO-LUMO gap   0.249 hartree
Charge   0
Lowest unoccupied orbital energy   -0.0984 Eh

Atoms and positions in Å:
O  2.1894  -1.0391  1.3458
O  0.9188  1.0287  1.3973
N  -2.1458  0.5806  -1.5366
C  0.4843  1.2569  0.1409
C  0.0057  -0.0308  -0.5142
C  -0.1958  -1.1904  0.3485
H  1.3130  1.6638  -0.4697
H  -0.2767  2.0575  0.0544
H  -0.6466  -1.9763  -0.2638
H  2.7724  -1.1981  2.0931
H  0.8069  -1.4297  0.8345
H  -2.7626  1.3697  -1.6197
H  -2.5880  -0.2719  -1.8420
H  1.5920  0.2038  1.3761
H  0.6020  -0.3468  -1.3896
H  -1.1204  0.3606  -1.0791
H  -0.9485  -1.0385  1.1241

Here are the Mulliken charges for atoms 1 to 4, given in e:
1. O -0.883
2. O -0.587
3. N -0.626
4. C -0.340

=====

# 2
Computed, not measured: a 2-piece molecular cluster, C3H11NO2 overall in a non-equilibrium geometry, with ωB97M-V/def2-TZVPD.

Summary:
HOMO-LUMO gap   0.369 hartree
Charge   0
SMILES   C[C@@H](N)CO.O
Lowest unoccupied orbital energy   0.0313 Eh

Atoms and positions in Å:
O  -1.0699  -1.0682  -2.1949
O  -0.0073  3.8744  -0.0601
N  -0.6840  -1.8309  0.9972
C  0.3447  -1.1926  0.2087
C  -0.3628  -0.3956  -1.0542
C  1.1843  -0.0684  1.0172
H  -0.4805  -1.7351  -2.6367
H  -0.5845  -2.6987  1.4056
H  0.4244  0.6289  1.3559
H  1.8184  0.5753  0.3225
H  -0.2400  3.0446  0.3705
H  -0.6718  4.5353  0.2778
H  1.6399  -0.7008  1.8027
H  -1.4983  -1.5899  0.4488
H  1.1412  -1.8411  -0.2368
H  0.3513  0.3443  -1.4518
H  -1.3051  0.1184  -0.5725

Here are the Mulliken charges for atoms 1 to 4, given in e:
1. O -0.505
2. O -0.636
3. N -0.536
4. C 0.503

=====

# 3
Computed, not measured: a 2-piece molecular cluster, C3H11NO2 overall in a non-equilibrium geometry, with ωB97M-V/def2-TZVPD.

Summary:
HOMO-LUMO gap   0.394 hartree
Charge   0
SMILES   C[C@@H](N)CO.O
Lowest unoccupied orbital energy   0.0351 Eh

Atoms and positions in Å:
O  -0.7367  0.9791  -1.1949
O  -1.5904  -1.7758  -1.4572
N  -0.2579  0.9018  1.5943
C  0.4846  0.4611  -0.7043
C  1.8744  -0.3180  1.2420
C  0.4837  -0.0256  0.7309
H  -1.2773  -0.8547  -1.4195
H  -2.2161  -1.7511  -2.1878
H  2.3475  -1.1209  0.6696
H  -1.1772  1.4110  -0.4459
H  0.3668  1.5195  2.0966
H  1.2265  1.2764  -0.7443
H  0.8322  -0.3160  -1.3765
H  -0.1749  -0.9053  0.6878
H  2.4543  0.5988  1.2194
H  1.8662  -0.7818  2.2256
H  -0.8632  0.4356  2.2436

Here are the Mulliken charges for atoms 1 to 4, given in e:
1. O -0.600
2. O -0.663
3. N -0.613
4. C -1.107

=====

# 4
Computed, not measured: a 2-piece molecular cluster, C3H11NO2S overall in a non-equilibrium geometry, with ωB97M-V/def2-TZVPD.

Summary:
HOMO-LUMO gap   0.360 hartree
Charge   0
SMILES   OCNCCS.O
Lowest unoccupied orbital energy   0.0183 Eh

Atoms and positions in Å:
S  0.4807  0.9161  2.1998
O  -3.4498  -0.1307  4.6748
O  -0.5167  0.0094  -3.4668
N  0.8615  -0.5642  -1.5502
C  0.7855  -0.2356  -2.9438
C  0.5883  0.5359  -0.6039
C  1.3711  0.2932  0.6717
H  2.2833  0.8862  0.6615
H  0.9815  1.4178  -1.1358
H  1.2234  -1.0689  -3.5092
H  1.5765  -0.7372  0.9365
H  -0.4769  0.8060  -0.5297
H  -1.1120  0.1473  -2.7264
H  -2.5176  -0.2314  4.8946
H  0.3201  -1.4131  -1.4051
H  -0.1208  -0.2394  2.4726
H  1.4405  0.6371  -3.1066
H  -3.7186  -1.0287  4.4660

Here are the Mulliken charges for atoms 1 to 4, given in e:
1. S -0.193
2. O -0.629
3. O -0.516
4. N -0.347

=====

# 5
Computed, not measured: a 2-piece molecular cluster, C3H11NO2Si overall in a non-equilibrium geometry, with ωB97M-V/def2-TZVPD.

Summary:
HOMO-LUMO gap   0.341 hartree
Charge   0
SMILES   C[Si](C)(C)O.N=O
Lowest unoccupied orbital energy   -0.0246 Eh

Atoms and positions in Å:
Si  0.2197  0.3168  -0.0530
O  -4.7659  0.6730  -0.0380
O  -0.9855  1.2485  -0.6544
N  -5.3186  -0.3955  -0.1316
C  0.5181  -1.1692  -1.2159
C  -0.2088  -0.3425  1.6869
C  1.7428  1.4572  -0.0429
H  -0.9631  -1.1229  1.6456
H  0.7620  -0.8245  -2.2164
H  2.3573  1.2950  -0.9228
H  -1.9100  1.0726  -0.4909
H  1.4402  2.4989  -0.0399
H  2.3685  1.2890  0.8275
H  0.6653  -0.7644  2.1733
H  -4.6378  -1.1810  -0.3483
H  1.3378  -1.7910  -0.8732
H  -0.5900  0.4477  2.3271
H  -0.3644  -1.7995  -1.2926

Here are the Mulliken charges for atoms 1 to 4, given in e:
1. Si 0.525
2. O -0.208
3. O -0.543
4. N 0.010

=====

# 6
Computed, not measured: a 4-piece molecular cluster, C3H11NO3 overall in a non-equilibrium geometry, with ωB97M-V/def2-TZVPD.

Summary:
HOMO-LUMO gap   0.295 hartree
Charge   0
SMILES   C=CN=C.O.O.O
Lowest unoccupied orbital energy   0.0091 Eh

Atoms and positions in Å:
O  -2.1807  1.2604  -0.7394
O  -4.2204  -2.2398  0.9123
O  1.2089  -0.9430  -2.5129
N  2.0121  0.9076  0.0374
C  3.1859  1.1179  0.5300
C  0.8933  0.8410  0.8937
C  0.6788  -0.3262  1.5917
H  1.9149  -0.4016  -2.1670
H  1.3056  -0.5220  2.4648
H  -4.9114  -1.7061  1.3397
H  1.3235  -1.0659  -3.4544
H  -0.2075  -0.9218  1.3993
H  -3.4207  -1.7406  1.0959
H  3.4894  0.6695  1.4729
H  -2.9732  0.8826  -1.1290
H  -1.5248  0.8899  -1.3349
H  0.3193  1.7711  0.8202
H  3.9779  1.3467  -0.1689

Here are the Mulliken charges for atoms 1 to 4, given in e:
1. O -0.625
2. O -0.646
3. O -0.625
4. N -0.181

=====

# 7
Computed, not measured: a 2-piece molecular cluster, C3H11NO3 overall in a non-equilibrium geometry, with ωB97M-V/def2-TZVPD.

Summary:
HOMO-LUMO gap   0.381 hartree
Charge   0
SMILES   NC(CO)CO.O
Lowest unoccupied orbital energy   0.0213 Eh

Atoms and positions in Å:
O  -1.1067  1.3501  -2.1279
O  0.0441  -1.4179  1.4367
O  2.1318  -2.0375  -0.2679
N  0.6683  1.1555  0.6739
C  -0.5139  0.3092  -1.3626
C  -0.5907  0.6515  0.1471
C  -1.0109  -0.5409  1.0303
H  -1.6010  -0.2297  1.8931
H  1.5056  0.9628  0.1461
H  -1.4236  1.3453  0.3040
H  0.5146  0.0765  -1.6430
H  0.6173  -0.9150  2.0273
H  0.7138  2.1586  0.8060
H  -1.2024  -0.5149  -1.5451
H  1.7744  -1.2937  -0.7479
H  -1.5797  -1.2840  0.4525
H  1.8183  -1.9853  0.6403
H  -0.7593  2.2095  -1.8628

Here are the Mulliken charges for atoms 1 to 4, given in e:
1. O -0.552
2. O -0.580
3. O -0.622
4. N -0.621

=====

# 8
Computed, not measured: a 3-piece molecular cluster, C3H11NO3 overall in a non-equilibrium geometry, with ωB97M-V/def2-TZVPD.

Summary:
HOMO-LUMO gap   0.366 hartree
Charge   0
SMILES   NCCC=O.O.O
Lowest unoccupied orbital energy   0.0262 Eh

Atoms and positions in Å:
O  -1.1335  0.4455  -3.5627
O  -0.5798  -2.8451  -0.4915
O  -0.8508  2.8773  0.5090
N  1.1023  -0.8677  1.9245
C  0.4175  0.4216  1.8185
C  -0.1580  0.6255  0.4020
C  -0.2095  2.0592  -0.0719
H  -0.2987  0.5146  2.6338
H  -1.1705  0.2953  0.1330
H  1.1292  1.2251  2.0286
H  0.5875  -1.4637  2.5365
H  0.4578  -0.1181  -0.1101
H  -0.2318  0.7876  -3.4371
H  0.3199  -2.5218  -0.4493
H  2.1074  -0.8786  1.9765
H  -1.3010  0.8532  -4.4194
H  -0.5582  -3.8076  -0.4774
H  0.3702  2.3976  -0.9432

Here are the Mulliken charges for atoms 1 to 4, given in e:
1. O -0.610
2. O -0.617
3. O -0.456
4. N -0.457

=====

Computed highest occupied orbital energy, in the same sequence as the records: -9.46 -9.18 -9.77 -9.30 -9.96 -7.79 -9.80 -9.24 eV.
Computed energy above the lowest of the compared OMol25 structures with the same formula, charge and spin, in the same sequence as the records: 140.9 38.3 2.3 15.6 92.2 125.8 47.0 51.8 kcal per mole.